[1]
Density functional theory data (ωB97M-V/def2-TZVPD) for a 2-piece molecular cluster, C3H5N3 overall.

Each line ends with the Löwdin charge.
CARTESIAN COORDINATES (ANGSTROEM)
C (-1.512, -0.367, 0.036)  -0.076
N (-0.488, -0.252, -1.005)  -0.033
C (0.425, 0.708, -0.986)  -0.338
N (1.232, 1.550, -0.978)  0.124
C (1.487, -0.561, 1.795)  -0.080
N (2.131, 0.255, 1.250)  0.026
H (-1.098, -0.745, 0.977)  0.051
H (-2.281, -1.050, -0.332)  0.085
H (-1.967, 0.612, 0.200)  0.091
H (-0.209, -1.098, -1.480)  0.139
H (2.281, 0.949, 0.523)  0.011

Summary:
* energy above the lowest of the compared OMol25 structures with the same formula, charge and spin: 204.2 kJ/mol
* HOMO: -10.130 eV
* orbital gap: 0.3980 Eh
* E: -281.5123 a.u.
* max |F|: 0.025 hartree/bohr
* spin multiplicity: 1



[2]
Density functional theory data (ωB97M-V/def2-TZVPD) for C3H5N3 as an isolated structure.

Each line ends with the Löwdin charge.
CARTESIAN COORDINATES (ANGSTROEM)
C (1.801, -0.737, -1.303)  -0.251
C (-0.762, -0.492, 1.103)  -0.156
C (-1.260, 0.843, 0.578)  -0.224
H (1.331, -0.378, -2.346)  0.098
H (2.864, 0.012, -1.060)  0.131
H (2.077, -2.098, -0.963)  0.167
H (-0.388, -0.075, -1.299)  0.265
H (-0.982, -0.843, 2.163)  0.112
N (0.751, -0.257, -0.605)  -0.277
N (0.472, -0.799, 0.661)  0.019
N (-1.733, 1.870, 0.121)  0.117

Summary:
* energy above the lowest of the compared OMol25 structures with the same formula, charge and spin: 645.3 kJ/mol
* HOMO: -9.041 eV
* orbital gap: 0.3078 Eh
* E: -281.3442 a.u.
* max |F|: 0.152 hartree/bohr
* spin multiplicity: 1



[3]
Density functional theory data (ωB97M-V/def2-TZVPD) for one molecule with the formula C3H5N3.

Each line ends with the Löwdin charge.
CARTESIAN COORDINATES (ANGSTROEM)
C (-0.247, 1.124, -0.085)  -0.075
C (-1.551, 0.458, 0.292)  -0.118
C (-1.405, -0.896, 0.003)  -0.148
H (2.228, -0.745, 0.885)  0.089
H (2.499, -0.600, -0.606)  0.125
H (0.171, 2.090, -0.466)  0.118
H (-2.323, 1.431, -0.044)  0.151
H (-1.975, -1.855, 0.104)  0.104
N (2.041, 0.045, 0.195)  0.065
N (0.574, 0.033, -0.113)  -0.311
N (-0.010, -1.086, -0.164)  0.000

Summary:
* energy above the lowest of the compared OMol25 structures with the same formula, charge and spin: 437.1 kJ/mol
* HOMO: -8.959 eV
* orbital gap: 0.3690 Eh
* E: -281.4236 a.u.
* max |F|: 0.160 hartree/bohr
* spin multiplicity: 1
* SMILES: Nn1cccn1



[4]
Density functional theory data (ωB97M-V/def2-TZVPD) for one molecule with the formula C3H5N3.

Each line ends with the Löwdin charge.
CARTESIAN COORDINATES (ANGSTROEM)
N (-0.300, 0.137, -2.022)  0.084
C (-0.050, 0.062, -0.649)  -0.429
C (-0.869, -0.370, 0.362)  -0.071
N (-0.080, -0.315, 1.501)  0.025
C (1.142, 0.120, 1.119)  -0.219
N (1.195, 0.377, -0.166)  0.093
H (0.421, 0.679, -2.481)  0.079
H (-1.218, 0.486, -2.258)  0.080
H (-1.902, -0.677, 0.387)  0.103
H (-0.298, -0.738, 2.387)  0.141
H (1.958, 0.239, 1.820)  0.114

Summary:
* energy above the lowest of the compared OMol25 structures with the same formula, charge and spin: 1.6 kJ/mol
* HOMO: -7.832 eV
* orbital gap: 0.3248 Eh
* E: -281.5894 a.u.
* max |F|: 0.004 hartree/bohr
* spin multiplicity: 1
* SMILES: Nc1c[nH]cn1



What did the first record say?
Density functional theory data (ωB97M-V/def2-TZVPD) for a 2-piece molecular cluster, C3H5N3 overall.

Each line ends with the Löwdin charge.
CARTESIAN COORDINATES (ANGSTROEM)
C (-1.512, -0.367, 0.036)  -0.076
N (-0.488, -0.252, -1.005)  -0.033
C (0.425, 0.708, -0.986)  -0.338
N (1.232, 1.550, -0.978)  0.124
C (1.487, -0.561, 1.795)  -0.080
N (2.131, 0.255, 1.250)  0.026
H (-1.098, -0.745, 0.977)  0.051
H (-2.281, -1.050, -0.332)  0.085
H (-1.967, 0.612, 0.200)  0.091
H (-0.209, -1.098, -1.480)  0.139
H (2.281, 0.949, 0.523)  0.011

Summary:
* energy above the lowest of the compared OMol25 structures with the same formula, charge and spin: 204.2 kJ/mol
* HOMO: -10.130 eV
* orbital gap: 0.3980 Eh
* E: -281.5123 a.u.
* max |F|: 0.025 hartree/bohr
* spin multiplicity: 1



> The highest orbital gap belongs to which entry?

number 1